No. 1
Here is a single C19H10Cl2N2O5 molecule in a non-equilibrium geometry from OMol25. Energies are from ωB97M-V/def2-TZVPD.

The geometry in ORCA input format:
```
! RIJCOSX wB97M-V def2-TZVPD def2/J DEFGRID3
* xyz 0 1
O -0.14322 1.93273 -1.37192
C -0.75032 1.30327 -0.50658
C -0.12651 0.33333 0.41301
N 1.21242 -0.04543 0.33846
C 1.90729 -0.46348 -0.79574
C 3.28143 -0.45790 -0.77953
C 4.04834 -0.80245 -1.88246
C 3.40425 -1.14906 -3.09081
N 4.17877 -1.45837 -4.20627
O 5.29146 -0.93904 -4.33109
O 3.67770 -2.23662 -5.00097
C 1.99300 -1.15392 -3.12387
C 1.24873 -0.92832 -1.93660
C -0.83798 -0.07892 1.51347
C -0.27679 -0.94969 2.58254
C -0.98352 -1.43684 3.60947
C -0.09741 -2.10308 4.48626
C 1.16317 -1.95993 3.94020
O 1.04996 -1.29702 2.74879
O -2.15221 0.34044 1.72993
C -2.80431 1.16383 0.82992
C -4.14371 1.60058 1.06673
Cl -4.93894 1.02598 2.54529
C -4.79014 2.48760 0.21636
C -4.16105 2.98495 -0.90671
Cl -4.98211 4.10757 -1.97343
C -2.83595 2.61399 -1.17489
C -2.14182 1.68788 -0.31795
H 1.63431 -0.23522 1.26706
H 3.79413 -0.15902 0.13251
H 5.13917 -0.82374 -1.85715
H 1.46163 -1.45149 -4.00400
H 0.17054 -0.92969 -2.01341
H -2.04515 -1.30690 3.79438
H -0.39305 -2.62526 5.38246
H 2.07951 -2.40085 4.30669
H -5.80742 2.78085 0.41418
H -2.32420 3.02925 -2.04433
*
```

The frontier orbital gap comes out at 0.2689 Eh. As for the energy above the lowest of the compared OMol25 structures with the same formula, charge and spin: 0.086 eV. As for the energy: -2136.00424 Ha. The maximum force comes out at 3.7 eV Å⁻¹.

natural (NBO) atomic charge list, values in e, 5 entries:
1 O -0.55
2 C 0.48
3 C 0.02
4 N -0.60
5 C 0.20

No. 2
Here is a molecular structure, C19H10F5N6OPtS from OMol25. Energies are from ωB97M-V/def2-TZVPD.

The geometry in ORCA input format:
```
! RIJCOSX wB97M-V def2-TZVPD def2/J DEFGRID3
* xyz 1 1
Pt -1.05755 0.72980 0.29269
S 3.14347 -5.35181 1.84349
N 1.56045 -5.21434 1.59242
C 1.32359 -3.92652 1.41501
C 0.02002 -3.33630 1.15728
C -1.16575 -4.06689 1.07106
C -2.34783 -3.39980 0.84041
C -2.32271 -2.01814 0.68924
N -1.19554 -1.31882 0.75736
C -0.03313 -1.95812 0.98964
C 1.16304 -1.12590 1.06975
N 0.99654 0.19784 0.88652
C 2.04425 1.00572 0.95485
C 3.32814 0.52988 1.21312
C 3.51541 -0.81953 1.39972
C 2.41326 -1.67493 1.32740
C 2.48780 -3.11820 1.50039
N 3.58841 -3.80871 1.74052
H -1.13224 -5.14275 1.19131
H -3.28908 -3.92689 0.77518
H -3.23068 -1.45698 0.51220
H 1.85594 2.05884 0.80275
H 4.15390 1.22583 1.26652
H 4.49449 -1.23750 1.59833
N -1.49229 -0.48416 -3.96313
C -1.76748 -0.06186 -2.71460
N -3.04921 0.30122 -2.44930
O -0.86642 -0.07653 -1.85111
H -2.17043 -0.47197 -4.70256
H -0.54430 -0.73629 -4.17703
H -3.68326 0.48257 -3.20907
H -3.17987 0.87440 -1.63262
F -1.37953 2.74503 -2.32417
C -0.89104 3.37127 -1.23476
C -0.77520 2.69162 -0.03688
C -0.26126 3.43523 1.02231
F -0.08845 2.84910 2.22424
C 0.11580 4.75769 0.91338
F 0.60796 5.42306 1.95421
C -0.02156 5.39149 -0.30914
F 0.32487 6.66504 -0.44176
C -0.52864 4.69483 -1.38943
F -0.66391 5.30248 -2.56574
*
```

The frontier orbital gap (alpha / beta) comes out at 0.2669 / 0.2671 Eh. As for the energy above the lowest of the compared OMol25 structures with the same formula, charge and spin: 1.594 eV. As for the energy: -2150.47484 Ha. The maximum force comes out at 1.0 eV Å⁻¹.

natural (NBO) atomic charge list, values in e, 5 entries:
1 Pt 1.00
2 S 0.99
3 N -0.58
4 C 0.10
5 C -0.08

No. 3
Here is a molecular structure, C19H11Br4N3O6STi from OMol25. Energies are from ωB97M-V/def2-TZVPD.

The geometry in ORCA input format:
```
! RIJCOSX wB97M-V def2-TZVPD def2/J DEFGRID3
* xyz 0 1
Ti -0.36469 -0.63836 -0.32735
O -3.68358 1.84506 0.21291
C -2.68622 0.98052 0.31033
O -1.80861 0.90026 -0.57358
C -2.57895 0.12489 1.45931
C -3.40859 0.05131 2.54008
C -3.10935 -0.86826 3.57548
C -1.99569 -1.66675 3.45469
C -1.16435 -1.57220 2.33198
N -1.44593 -0.65074 1.32050
C 0.00056 -2.26811 1.98504
O 0.59875 -3.22495 2.70347
O 0.55923 -1.94691 0.88500
H -3.60521 2.29950 -0.63898
H -4.28044 0.68917 2.58935
H -3.75231 -0.94430 4.43918
H -1.76506 -2.37973 4.23873
H 0.07555 -3.42799 3.48723
Br 1.23177 -3.54355 -6.39048
C 0.34606 -3.05976 -4.79815
C -0.84583 -3.67689 -4.43183
Br -1.60605 -5.01385 -5.52196
C -1.49105 -3.30860 -3.24477
Br -3.10542 -4.09232 -2.67318
C -0.94173 -2.33185 -2.43318
O -1.46198 -1.91518 -1.27969
C 0.25938 -1.70418 -2.80820
O 0.69372 -0.77691 -1.94980
C 0.89734 -2.06819 -3.97793
Br 2.49865 -1.16550 -4.39849
N 3.63929 5.26676 0.41954
C 3.66756 4.21479 1.25340
S 4.65535 4.11596 2.55745
C 2.74161 3.10418 0.88136
C 2.52363 2.76365 -0.44892
C 1.67029 1.71638 -0.74584
N 1.03290 1.02650 0.20273
C 1.24346 1.35066 1.48426
C 2.09122 2.36927 1.86541
H 4.23447 6.05327 0.61940
H 2.93090 5.35874 -0.28820
H 3.03978 3.27329 -1.25103
H 1.50263 1.38570 -1.76306
H 0.70853 0.76161 2.21888
H 2.25837 2.59363 2.90888
*
```

The frontier orbital gap (alpha / beta) comes out at 0.1957 / 0.1968 Eh. As for the energy: -12890.23967 Ha. The maximum force comes out at 0.8 eV Å⁻¹.

natural (NBO) atomic charge list, values in e, 5 entries:
1 Ti 1.63
2 O -0.64
3 C 0.78
4 O -0.64
5 C -0.03

No. 4
Here is a molecular structure, C19H11Cl4N4O2RuS from OMol25. Energies are from ωB97M-V/def2-TZVPD.

The geometry in ORCA input format:
```
! RIJCOSX wB97M-V def2-TZVPD def2/J DEFGRID3
* xyz 0 6
Ru -0.48435 0.98601 -1.07392
N -1.74277 4.12604 1.65417
C -1.32380 2.99251 1.00054
S -1.21547 3.10752 -0.76989
N -1.09760 1.91905 1.66286
N -0.69463 0.86422 0.86670
C -0.75301 -0.40106 1.37868
C -0.98520 -0.64708 2.81092
C -0.21507 0.00269 3.77635
C -0.41738 -0.25558 5.12050
C -1.40151 -1.15045 5.52235
C -2.18270 -1.78835 4.57075
C -1.97404 -1.53937 3.22260
C -0.54219 -1.45081 0.45179
C -0.36403 -2.81137 0.79747
C -0.16625 -3.74187 -0.18391
C -0.13115 -3.34912 -1.53722
C -0.27454 -2.01725 -1.82516
N -0.46713 -1.08716 -0.87840
H -1.56729 4.99997 1.18889
H -1.59098 4.12714 2.65004
H 0.54158 0.70845 3.46240
H 0.19246 0.24563 5.86089
H -1.56092 -1.34509 6.57492
H -2.95968 -2.47642 4.87740
H -2.59398 -2.02663 2.48008
H -0.37019 -3.09493 1.83941
H -0.02558 -4.78134 0.08191
H 0.01495 -4.06406 -2.33263
H -0.24066 -1.64801 -2.84299
Cl 5.06226 1.64222 -5.28246
C 3.48443 1.45448 -4.63890
C 2.37815 1.30842 -5.54064
Cl 2.66963 1.32576 -7.22897
C 1.10286 1.15438 -5.06502
Cl -0.24830 0.96603 -6.10749
C 0.85665 1.14192 -3.66562
O -0.30532 0.99063 -3.17438
C 1.97726 1.29078 -2.74249
O 1.74050 1.27191 -1.50351
C 3.29025 1.44233 -3.28516
Cl 4.58474 1.60787 -2.17289
*
```

The frontier orbital gap (alpha / beta) comes out at 0.2469 / 0.2259 Eh. As for the energy: -3433.95834 Ha. The maximum force comes out at 0.2 eV Å⁻¹.

natural (NBO) atomic charge list, values in e, 5 entries:
1 Ru 1.20
2 N -0.80
3 C 0.26
4 S -0.12
5 N -0.37

No. 5
Here is a molecular structure, C19H12AuF3N2OS2 in a non-equilibrium geometry from OMol25. Energies are from ωB97M-V/def2-TZVPD.

The geometry in ORCA input format:
```
! RIJCOSX wB97M-V def2-TZVPD def2/J DEFGRID3
* xyz 0 1
Au 0.05573 0.09332 0.08890
O 2.21848 0.21897 -0.56657
N 2.76872 1.39756 -0.33637
C 4.12814 1.43215 -0.28779
C 4.79140 2.60523 -0.08632
C 4.05118 3.77529 0.08774
C 2.68368 3.71370 0.06778
C 2.00762 2.50084 -0.14607
S 0.27680 2.40705 -0.19957
H 4.59316 0.46936 -0.42362
H 5.87207 2.60004 -0.05757
H 4.55163 4.72183 0.24971
H 2.07841 4.59748 0.22242
F -2.45900 -4.55416 -1.10890
C -3.14887 -4.06041 -0.06597
F -2.54787 -4.48027 1.05422
F -4.37403 -4.61516 -0.09301
C -3.22976 -2.55816 -0.13374
C -4.45679 -1.92555 -0.08885
C -4.54095 -0.53690 -0.09581
C -3.36342 0.17544 -0.15766
N -2.18202 -0.44447 -0.23554
C -2.07579 -1.76942 -0.20189
S -0.37866 -2.25547 -0.19906
H -5.35726 -2.52376 -0.03159
H -5.49497 -0.02495 -0.05387
H -3.34021 1.26080 -0.15983
C 0.05090 0.07327 2.15554
C 0.03882 0.06199 3.36631
C 0.02454 0.04835 4.81825
C 0.81362 0.93974 5.55102
C 0.79640 0.92660 6.93932
C -0.00932 0.02284 7.62205
C -0.79745 -0.86860 6.90382
C -0.78051 -0.85714 5.51571
H 1.43925 1.64297 5.01548
H 1.41450 1.62433 7.49152
H -0.02294 0.01332 8.70537
H -1.42681 -1.57797 7.42794
H -1.38970 -1.55359 4.95260
*
```

The frontier orbital gap comes out at 0.2305 Eh. As for the energy above the lowest of the compared OMol25 structures with the same formula, charge and spin: 1.930 eV. As for the energy: -2147.49431 Ha. The maximum force comes out at 1.2 eV Å⁻¹.

natural (NBO) atomic charge list, values in e, 5 entries:
1 Au 1.16
2 O -0.62
3 N 0.04
4 C 0.02
5 C -0.24